The following is a DFT calculation (ωB97M-V with the def2-TZVPD basis set) of C45H61BGe2N3O4RbSSb as an isolated structure.

Summary:
Energy relative to the best compared isomer or geometry (same formula, charge and spin) = 159.2 kJ/mol
Charge = -2
Frontier orbital gap (alpha / beta) = 4.9 / 5.4 eV
Multiplicity = 2

Cartesian coordinates (Å):
Rb 0.19 0.71 -0.55
O 2.11 0.31 3.57
C 3.41 0.56 3.80
C 3.90 0.36 5.09
C 5.22 0.63 5.37
C 6.08 1.10 4.38
C 5.59 1.30 3.10
C 4.26 1.03 2.79
C 3.72 1.23 1.40
O 2.58 0.76 1.12
N 4.52 1.91 0.59
N 3.88 2.15 -0.63
C 4.34 1.64 -1.82
C 3.56 2.17 -2.81
C 3.49 2.09 -4.23
C 2.54 2.79 -4.89
C 1.57 3.57 -4.18
C 1.63 3.65 -2.84
N 2.63 2.99 -2.17
H 1.98 0.52 2.59
H 3.21 0.01 5.85
H 5.60 0.47 6.38
H 7.12 1.31 4.60
H 6.22 1.67 2.31
H 5.15 0.94 -1.85
H 4.20 1.46 -4.75
H 2.49 2.74 -5.97
H 0.78 4.09 -4.70
H 0.94 4.19 -2.19
C -1.95 5.51 -0.88
C -2.44 4.54 -1.94
Ge -2.46 2.65 -1.30
C -3.38 1.69 -2.81
C -3.50 0.19 -2.56
C -3.97 2.75 -0.01
C -4.04 1.96 1.06
Ge -2.50 0.77 1.43
C -3.19 -0.98 2.08
C -3.94 -0.98 3.41
C -1.54 1.59 2.96
C -1.11 3.02 2.69
C -5.22 1.96 1.96
C -6.43 1.38 1.58
C -7.51 1.34 2.45
C -7.40 1.89 3.72
C -6.21 2.48 4.11
C -5.13 2.51 3.24
H -1.94 6.55 -1.21
H -0.94 5.25 -0.55
H -2.58 5.46 0.01
H -1.82 4.61 -2.84
H -3.47 4.78 -2.25
H -2.84 1.89 -3.74
H -4.38 2.14 -2.90
H -2.51 -0.28 -2.55
H -4.10 -0.32 -3.31
H -3.95 -0.01 -1.58
H -4.80 3.45 -0.20
H -2.32 -1.63 2.15
H -3.81 -1.40 1.28
H -3.34 -0.55 4.21
H -4.20 -2.00 3.72
H -4.86 -0.40 3.36
H -0.66 0.97 3.19
H -2.20 1.52 3.83
H -0.37 3.07 1.89
H -0.65 3.48 3.58
H -1.95 3.65 2.39
H -6.50 0.94 0.59
H -8.43 0.87 2.13
H -8.25 1.86 4.40
H -6.12 2.92 5.09
H -4.19 2.96 3.55
C 2.92 -4.96 -0.36
C 2.39 -3.59 -0.78
C 3.55 -2.66 -1.11
Sb 1.07 -2.56 0.61
C -0.80 -3.65 0.32
C -0.66 -5.13 0.01
C -1.71 -2.97 -0.69
C 1.66 -3.67 2.38
C 3.09 -3.33 2.76
C 0.72 -3.35 3.54
H 3.51 -5.38 -1.18
H 2.13 -5.67 -0.13
H 3.57 -4.90 0.51
H 1.77 -3.69 -1.67
H 4.17 -2.46 -0.24
H 3.19 -1.70 -1.49
H 4.19 -3.10 -1.88
H -1.27 -3.55 1.31
H -0.19 -5.29 -0.96
H -1.65 -5.61 -0.04
H -0.07 -5.67 0.76
H -1.28 -2.97 -1.69
H -1.91 -1.93 -0.43
H -2.68 -3.49 -0.73
H 1.59 -4.74 2.15
H 3.19 -2.28 3.01
H 3.81 -3.54 1.96
H 3.42 -3.90 3.64
H 0.77 -2.28 3.78
H 1.01 -3.89 4.45
H -0.32 -3.60 3.33
S 1.98 3.90 0.32
C 2.84 2.99 -0.80
O 0.67 -2.61 -3.58
B 0.81 -1.36 -2.81
O 1.23 -0.40 -3.83
C 1.29 -1.02 -5.03
C 1.62 -0.51 -6.27
C 1.62 -1.40 -7.36
C 1.29 -2.73 -7.19
C 0.96 -3.24 -5.93
C 0.96 -2.37 -4.87
H 1.86 0.53 -6.39
H 1.87 -1.02 -8.34
H 1.30 -3.40 -8.05
H 0.70 -4.28 -5.79

Atom charges from the Löwdin analysis, given in e for atoms 1 to 5: Rb 0.32; O 0.03; C -0.28; C -0.03; C -0.12